No. 1
C37H54O3 | the ωB97M-V functional and the def2-TZVPD basis

```
94
Properties=species:S:1:pos:R:3:forces:R:3
C 3.02050 -3.43074 1.20405 0.052 -0.041 -0.008
C 1.93674 -2.39392 1.03289 -0.531 -0.045 0.693
O 0.99170 -2.56080 2.08935 1.336 -0.059 -1.190
C 0.00956 -1.60647 2.08911 -1.534 0.138 2.127
C -0.80069 -1.80304 3.25070 0.072 0.171 -0.945
C -2.12178 -1.26609 3.38920 0.213 -0.759 0.520
O -2.90175 -1.78072 4.22041 -0.180 0.471 0.027
C -2.66294 -0.12278 2.54804 0.231 -0.012 0.244
C -3.53438 -0.63865 1.41121 -0.140 0.071 -0.472
C -4.77320 -1.49251 1.76103 -0.099 0.046 -0.223
C -4.72993 -2.90979 1.13210 -0.349 0.164 0.146
C -4.70919 -4.01778 2.19557 -0.114 -0.139 0.099
C -3.73960 -5.15985 1.89219 0.308 0.098 0.157
C -2.26174 -4.82894 2.19349 -0.022 0.048 -0.249
C -1.88098 -4.82792 3.67511 -0.298 -0.267 -0.012
C -0.46694 -4.32207 3.95737 0.164 0.044 0.341
C -0.32793 -2.81937 4.26561 -0.544 -0.023 0.096
O -0.06416 -0.75796 1.20249 0.402 0.327 -1.026
H 3.72894 -3.32537 0.37328 0.015 -0.248 0.176
H 3.55245 -3.27165 2.15506 -0.160 -0.146 -0.287
H 2.59599 -4.44509 1.19112 0.191 0.307 0.023
H 2.33682 -1.37762 1.11736 -0.086 -0.236 -0.127
H 1.40790 -2.48835 0.07476 0.207 0.032 0.029
H -3.24556 0.52312 3.21443 0.051 -0.105 0.006
H -1.82965 0.43944 2.12552 -0.116 0.074 -0.016
H -3.89063 0.21826 0.83058 0.206 0.085 -0.078
H -2.86974 -1.20904 0.75028 -0.120 0.065 -0.016
H -4.88365 -1.56518 2.85139 0.108 -0.029 -0.308
H -5.67763 -0.98368 1.38652 0.299 -0.029 0.152
H -5.63023 -3.04273 0.50695 0.340 -0.039 0.087
H -3.87244 -3.00851 0.44663 -0.144 0.070 0.284
H -4.45915 -3.57925 3.17071 0.046 -0.103 -0.193
H -5.73080 -4.41524 2.29058 0.219 -0.009 0.066
H -4.04671 -6.03610 2.47477 0.159 -0.064 -0.056
H -3.80693 -5.43334 0.83307 -0.167 -0.047 0.031
H -1.63672 -5.58413 1.68640 -0.060 0.219 0.076
H -1.99108 -3.85598 1.75026 -0.146 -0.174 0.081
H -2.60252 -4.24586 4.26332 0.154 -0.035 -0.144
H -1.94438 -5.87273 4.02214 -0.094 0.185 -0.011
H -0.11958 -4.83734 4.86281 0.122 -0.038 -0.106
H 0.21654 -4.60547 3.14826 -0.130 -0.025 0.039
H 0.72177 -2.62434 4.50275 0.028 -0.036 0.051
H -0.91711 -2.63103 5.16917 0.104 -0.002 -0.004
C -3.33627 4.91275 -3.62882 -0.302 0.238 -0.071
C -2.03007 4.19185 -3.76760 0.162 -0.139 0.023
C -1.93340 2.85717 -3.39418 0.102 -0.061 -0.039
C -0.72584 2.16278 -3.46277 0.034 0.263 0.022
C -0.72992 0.70034 -3.12427 -0.142 -0.352 0.235
C 0.44169 2.83045 -3.86910 -0.344 0.053 -0.116
C 1.79412 2.13072 -3.88605 -0.201 0.257 0.065
C 1.97865 1.33175 -5.18131 0.156 -0.157 -0.036
C 2.17274 1.20030 -2.68679 0.287 -0.964 -0.337
C 1.75728 1.66968 -1.35418 1.681 1.428 -0.478
C 2.68225 1.76496 -0.30574 -0.451 0.096 0.283
C 2.78339 2.99620 0.42957 -0.659 -0.197 1.031
C 2.31052 4.28828 -0.16249 0.041 0.243 0.027
C 3.37549 2.98336 1.67595 0.074 0.453 -0.495
C 3.96820 1.82831 2.19514 -0.184 -0.457 -0.125
C 4.52452 1.83622 3.58025 0.059 -0.143 0.301
C 4.03440 0.67286 1.40055 0.059 0.228 -0.392
C 3.47700 0.64181 0.12306 0.428 -0.181 0.002
C 3.66773 -0.56619 -0.74882 0.091 -0.364 -0.208
C 0.31960 4.13832 -4.39291 0.204 -0.421 0.296
C 1.46555 4.82003 -5.09479 0.150 0.357 -0.093
C -0.89852 4.80271 -4.30682 -0.227 0.113 -0.102
H -3.24697 5.94710 -3.97333 -0.076 -0.132 0.051
H -4.12189 4.42186 -4.21651 0.151 0.098 0.068
H -3.68719 4.92906 -2.58903 0.160 -0.017 -0.182
H -2.82531 2.32570 -3.05576 0.213 0.145 -0.045
H -0.23753 0.09139 -3.89665 -0.133 0.180 0.306
H -0.24611 0.49829 -2.15579 -0.294 -0.147 -0.254
H -1.76457 0.35259 -3.04386 0.232 -0.014 0.052
H 2.56481 2.91887 -3.84301 -0.287 -0.204 -0.175
H 1.76379 1.95768 -6.05769 0.125 -0.212 0.244
H 3.00985 0.95946 -5.24007 -0.189 0.030 -0.159
H 1.30188 0.46310 -5.20121 0.233 0.348 -0.061
H 1.85248 0.16198 -2.85524 -0.107 0.172 -0.155
H 3.27288 1.17206 -2.69016 -0.400 -0.186 -0.020
H 0.84946 2.27358 -1.34803 0.070 -0.007 0.313
H 2.51491 5.09375 0.55079 -0.178 -0.081 -0.225
H 2.86152 4.51593 -1.08971 -0.205 -0.119 0.277
H 1.23925 4.29500 -0.40345 0.149 -0.091 0.028
H 3.40118 3.90601 2.26076 0.071 -0.250 -0.190
H 4.77152 0.82088 3.90687 -0.050 0.240 -0.017
H 5.43159 2.45169 3.65634 -0.199 -0.091 -0.134
H 3.78817 2.26300 4.27427 0.161 -0.113 -0.139
H 4.55876 -0.20565 1.79155 -0.257 0.289 -0.250
H 4.31332 -1.31623 -0.27359 -0.284 0.341 0.038
H 2.70707 -1.05007 -0.97086 0.259 0.122 -0.024
H 4.14453 -0.31386 -1.70654 -0.115 0.067 0.331
H 1.11386 5.78311 -5.48891 0.196 -0.248 0.076
H 2.31656 5.03247 -4.42933 -0.189 -0.105 -0.172
H 1.83807 4.23220 -5.94922 -0.086 0.162 0.331
H -0.97419 5.82103 -4.70862 0.018 -0.380 0.213
```
Positions in Å, forces in eV/Å.

Values from the calculation:
Net charge: 0
LUMO level in eV: -3.38
Maximum force in eV/Å: 2.626
Electronic energy in a.u.: -1667.846411
Gap between HOMO and LUMO in eV: 1.95
HOMO level in eV: -5.330

---

No. 2
C37H54O30 | the ωB97M-V functional and the def2-TZVPD basis

```
121
Properties=species:S:1:pos:R:3:forces:R:3
C 4.11073 -4.21557 2.67481 0.699 -0.354 -0.266
C 4.20935 -2.71198 2.76573 -0.544 0.271 -0.163
C 3.96755 -2.18530 4.19216 0.310 0.161 -0.919
O 5.28244 -1.83911 4.63369 0.042 -0.008 0.402
C 6.12709 -1.76909 3.58753 -0.266 -0.178 -0.591
O 7.24673 -1.38041 3.62164 0.150 0.069 0.223
O 5.51187 -2.19995 2.45550 0.247 -0.249 0.317
H 4.23147 -4.58963 1.65669 -0.055 0.209 -0.059
H 3.14700 -4.56803 3.04122 -0.014 0.088 0.088
H 4.91796 -4.67993 3.24966 -0.178 0.000 0.188
H 3.55238 -2.23318 2.04417 -0.237 -0.041 0.125
H 3.55262 -2.96227 4.82556 -0.045 0.171 0.250
H 3.36710 -1.27720 4.14664 -0.156 -0.088 0.326
C 1.56210 0.01837 -3.66790 -0.125 -0.339 -0.506
C 1.55852 -1.39839 -4.24797 0.458 0.268 0.264
C 1.42129 -2.49411 -3.17387 0.339 0.326 0.064
O 0.27882 -3.23364 -3.57765 -0.175 -0.726 -0.047
C -0.19433 -2.80215 -4.75994 0.168 0.969 0.408
O -1.07388 -3.27911 -5.39191 -0.060 -0.204 -0.081
O 0.43398 -1.63974 -5.08868 -0.091 -0.153 -0.413
H 2.56996 0.41551 -3.75415 0.026 0.061 0.333
H 1.22973 -0.03453 -2.63538 0.055 0.391 0.041
H 0.91974 0.68003 -4.25021 -0.135 -0.079 0.071
H 2.46125 -1.50811 -4.84973 -0.077 -0.300 -0.045
H 1.24848 -2.05223 -2.19200 -0.179 -0.119 0.006
H 2.28221 -3.15641 -3.09396 -0.008 -0.038 -0.212
C 4.20262 0.55888 -1.03779 0.093 0.562 0.985
C 5.07246 0.61271 -2.25974 1.042 0.338 0.567
C 6.58602 0.48158 -1.94686 -0.574 0.415 0.865
O 6.95830 -0.78281 -2.46458 -0.236 -0.074 -0.204
C 5.95739 -1.25396 -3.25749 0.766 0.445 -0.227
O 6.07443 -2.15075 -4.02502 -0.212 -0.292 0.248
O 4.84905 -0.50451 -3.11672 -0.546 0.198 -0.346
H 3.13513 0.56709 -1.24496 0.021 -0.384 -0.170
H 4.36090 1.45483 -0.42340 0.121 0.145 -0.315
H 4.49292 -0.22802 -0.33769 -0.284 -0.404 -0.381
H 4.96835 1.57888 -2.75886 -0.559 -0.378 -0.535
H 6.72197 0.53807 -0.86437 0.248 -0.381 -0.068
H 7.17314 1.29158 -2.37800 0.095 -0.227 -0.328
C -4.54564 -2.04168 5.26372 -0.278 0.444 0.377
C -4.52163 -2.04981 3.74389 0.427 0.350 0.596
C -3.24046 -1.46960 3.12471 -0.512 0.757 -0.082
O -2.62677 -2.55392 2.44846 0.213 -0.130 0.092
C -3.44840 -3.62910 2.47735 -0.636 0.111 -0.097
O -3.30870 -4.61747 1.83921 0.414 -0.126 0.102
O -4.49999 -3.40741 3.30430 -0.179 0.093 -0.456
H -4.09697 -1.13895 5.69023 0.382 -0.119 -0.274
H -4.03630 -2.93627 5.61625 0.097 0.111 0.195
H -5.54869 -2.00273 5.69390 -0.115 -0.459 -0.319
H -5.37385 -1.49888 3.34459 -0.201 -0.442 -0.128
H -2.60170 -0.97046 3.84523 0.357 -0.510 0.079
H -3.48483 -0.69363 2.39466 -0.010 -0.129 -0.134
C -1.85149 -0.78188 -1.05349 -1.063 1.267 0.722
C -0.71329 0.14469 -0.68367 -0.140 -1.238 0.619
C -0.92550 0.88892 0.64299 -0.949 0.388 -1.573
O 0.35505 0.87911 1.23378 0.092 0.132 0.106
C 1.04972 -0.18498 0.75824 -0.957 0.622 0.596
O 2.05148 -0.57795 1.26005 0.497 -0.323 -0.198
O 0.39404 -0.71726 -0.27527 0.657 -0.190 -0.695
H -2.23016 -1.24860 -0.13966 0.406 -0.531 -0.126
H -1.68284 -1.48883 -1.85730 0.151 0.033 -0.050
H -2.69691 -0.12297 -1.29967 0.120 -0.162 -0.532
H -0.41427 0.77000 -1.52312 0.194 0.108 0.166
H -1.71694 0.37929 1.19687 0.547 -0.210 0.552
H -1.30539 1.89491 0.45891 0.488 0.165 0.135
C -0.34107 6.46296 1.37406 -0.731 0.300 -0.531
C 0.36633 5.88825 2.57593 0.120 -0.062 -0.089
C 0.20511 4.37005 2.72645 0.200 -0.114 -0.401
O 1.53909 3.89988 2.92314 -0.217 -0.013 0.495
C 2.42624 4.89927 2.72609 -0.148 -0.031 -0.028
O 3.60222 4.76655 2.77440 0.203 0.027 -0.011
O 1.78985 6.06105 2.45792 -0.092 -0.101 -0.088
H 0.25576 6.38818 0.46458 0.255 -0.015 0.181
H -0.65165 7.50044 1.50320 0.340 0.056 0.075
H -1.27032 5.93571 1.13157 0.084 -0.200 0.335
H 0.09458 6.40530 3.49734 -0.217 -0.048 -0.041
H -0.16444 3.85792 1.83617 -0.112 0.280 -0.119
H -0.46455 4.11879 3.54855 0.316 -0.155 0.203
C -4.63264 3.83454 -5.07054 -0.918 1.843 0.538
C -3.63947 4.56754 -4.20090 0.323 -1.173 1.437
C -4.12761 4.97295 -2.77181 -0.809 -0.390 -0.834
O -3.41939 4.12715 -1.87746 0.550 0.530 0.196
C -2.37751 3.56558 -2.53354 -0.738 -0.286 -0.412
O -1.44151 3.05005 -2.02068 0.261 -0.214 0.338
O -2.61623 3.58165 -3.85594 0.602 0.840 -0.317
H -4.16283 3.34817 -5.91414 -0.055 -0.136 -0.070
H -5.32693 4.62724 -5.39020 0.107 -0.310 -0.542
H -5.27688 3.20453 -4.45923 0.404 -0.542 -0.080
H -3.17417 5.45456 -4.62444 0.164 -0.331 -0.555
H -5.19025 4.76476 -2.64398 0.005 0.141 0.030
H -3.92941 6.02623 -2.58827 0.114 -0.035 0.298
O -0.89546 0.61119 3.57594 -0.578 -0.400 0.292
C -0.74681 0.89422 4.71772 1.066 1.071 0.098
O -1.71637 1.15640 5.62112 -0.541 -1.031 0.004
C -1.13552 1.35844 6.89729 0.849 1.392 0.938
C 0.29795 1.76077 6.52950 0.245 0.174 1.220
O 0.47203 1.14812 5.26446 -0.109 0.029 -0.169
H -1.67132 2.16611 7.39486 -0.041 0.065 -0.200
H -1.10865 0.54937 7.63082 -0.475 -0.699 -0.803
H 1.04943 1.41344 7.24098 -0.139 -0.559 -0.207
H 0.47406 2.84251 6.56047 -0.329 -0.006 -0.887
O -3.72429 -2.31099 -4.10044 -0.191 -0.081 0.236
C -3.33186 -1.43547 -4.78950 0.108 0.110 -0.378
O -3.74169 -1.19047 -6.05788 -0.550 0.292 0.348
C -3.16673 0.02063 -6.54085 1.398 -0.858 -0.801
C -2.03518 0.28571 -5.53224 -0.513 0.946 0.087
O -2.40360 -0.52093 -4.42093 0.343 -0.225 0.167
H -2.70621 -0.26163 -7.48952 -0.148 0.275 -0.132
H -3.87796 0.81619 -6.74780 -0.312 -0.061 0.549
H -1.98710 1.30907 -5.15570 -0.100 0.039 -0.197
H -1.05818 0.03110 -5.94007 -0.088 -0.388 0.210
O -1.93505 -7.63089 -0.56116 0.084 -0.441 0.077
C -1.45551 -6.58410 -0.29451 -0.413 1.208 -0.136
O -0.55369 -6.34103 0.67650 0.793 -0.659 0.250
C -0.23020 -4.96863 0.76099 -0.764 1.210 -0.062
C -0.92293 -4.36966 -0.48643 -0.471 0.177 0.869
O -1.79251 -5.41262 -0.89721 0.481 -0.682 -0.622
H -0.64788 -4.55973 1.68168 -0.145 -0.122 -0.009
H 0.83329 -4.73534 0.78018 0.162 -0.649 -0.198
H -0.19542 -4.05841 -1.23407 -0.225 -0.322 -0.361
H -1.61337 -3.55460 -0.27381 0.467 0.253 0.237
```
Positions in Å, forces in eV/Å.

Values from the calculation:
Net charge: 0
Relative energy (zero: lowest compared OMol25 entry of this formula, charge and spin) in kcal per mole: 11.89
LUMO level in eV: -0.19
Maximum force in eV/Å: 2.128
Electronic energy in a.u.: -3699.590308
Gap between HOMO and LUMO in eV: 9.97
HOMO level in eV: -10.159